[1]
# C4H10O

A single C4H10O molecule (ωB97M-V/def2-TZVPD, the OMol25 dataset).

Last columns: bonded neighbours and bond lengths (Å).
Positions of all 15 atoms, in Å:
1 C 2.00902 0.06789 -0.16235  C2 1.526, H6 1.094, H7 1.097, H8 1.095
2 C 0.66301 -0.59123 0.12351  C1 1.526, C3 1.526, H9 1.097, H10 1.098
3 C -0.52298 0.35432 -0.03979  C2 1.526, C4 1.526, O5 1.423, H11 1.104
4 C -1.83711 -0.40491 -0.20149  C3 1.526, H12 1.096, H13 1.096, H14 1.096
5 O -0.52539 1.19037 1.11178  C3 1.423, H15 0.965
6 H 2.18972 0.90184 0.52270  C1 1.094
7 H 2.04108 0.45749 -1.18745  C1 1.097
8 H 2.82953 -0.64941 -0.05426  C1 1.095
9 H 0.52398 -1.45895 -0.53306  C2 1.097
10 H 0.63445 -0.96271 1.15610  C2 1.098
11 H -0.36514 0.97094 -0.94143  C3 1.104
12 H -1.83540 -0.96137 -1.14627  C4 1.096
13 H -1.98120 -1.11725 0.61852  C4 1.096
14 H -2.69598 0.27639 -0.21775  C4 1.096
15 H -1.12760 1.92657 0.95123  O5 0.965

Properties
* SMILES string: CC[C@@H](C)O
* electronic energy: -233.6394 hartree

These are the Löwdin partial charges, in e, on atoms 1 to 8: number 1, C, carries -0.107; number 2, C, carries -0.229; number 3, C, carries -0.475; number 4, C, carries -0.061; number 5, O, carries -0.044; number 6, H, carries 0.074; number 7, H, carries 0.073; number 8, H, carries 0.069

---

[2]
# C51H117N13O11

A 10-piece molecular cluster, C51H117N13O11 overall at a distorted geometry (ωB97M-V/def2-TZVPD, the OMol25 dataset).

Last columns: bonded neighbours and bond lengths (Å).
Positions of all 192 atoms, in Å:
1 C 6.55346 2.05072 0.28094  C2 1.559, H12 1.100, H13 1.099, H14 1.090
2 C 6.24794 2.89566 1.55463  C1 1.559, C3 1.487, C4 1.516, N10 1.503
3 C 6.47163 2.14802 2.82071  C2 1.487, H15 1.096, H16 1.083, H17 1.105
4 C 7.08944 4.15609 1.59735  C2 1.516, C5 1.531, H18 1.117, H19 1.112
5 C 6.78457 5.14084 0.46591  C4 1.531, C6 1.513, H20 1.121, H21 1.079
6 C 5.33865 5.55326 0.63370  C5 1.513, C7 1.579, H22 1.084, H23 1.092
7 C 4.34323 4.33026 0.72078  C6 1.579, C8 1.503, C9 1.519, N10 1.430
8 C 3.05890 4.96001 1.18122  C7 1.503, H24 1.083, H25 1.073, H26 1.087
9 C 4.08991 3.77689 -0.67116  C7 1.519, H27 1.108, H28 1.083, H29 1.089
10 N 4.82134 3.35899 1.65473  C2 1.503, C7 1.430, O11 1.400
11 O 4.00352 2.24180 1.44852  N10 1.400, H30 0.946
12 H 6.93163 2.71561 -0.50910  C1 1.100
13 H 7.35596 1.31859 0.44569  C1 1.099
14 H 5.68085 1.53083 -0.11492  C1 1.090
15 H 5.73066 1.35514 2.97375  C3 1.096
16 H 7.43621 1.66450 2.72892  C3 1.083
17 H 6.47797 2.81648 3.70057  C3 1.105
18 H 6.86808 4.69480 2.55026  C4 1.117
19 H 8.14821 3.81698 1.60091  C4 1.112
20 H 7.39159 6.08334 0.44894  C5 1.121
21 H 6.96868 4.66374 -0.48426  C5 1.079
22 H 4.95298 6.13050 -0.19900  C6 1.084
23 H 5.13154 6.03602 1.59142  C6 1.092
24 H 2.73617 5.56585 0.34333  C8 1.083
25 H 3.20479 5.54248 2.07001  C8 1.073
26 H 2.26604 4.26157 1.43507  C8 1.087
27 H 3.43466 4.44986 -1.25796  C9 1.108
28 H 3.62827 2.79755 -0.64113  C9 1.083
29 H 4.95034 3.56908 -1.30488  C9 1.089
30 H 3.49508 2.09469 2.23282  O11 0.946
31 C -1.34279 1.44857 -3.95116  C32 1.553, H42 1.097, H43 1.100, H44 1.101
32 C -2.43426 1.06697 -4.98810  C31 1.553, C33 1.576, C34 1.562, N40 1.450
33 C -3.41002 2.30410 -5.00456  C32 1.576, H45 1.115, H46 1.084, H47 1.100
34 C -1.75636 0.83465 -6.37581  C32 1.562, C35 1.510, H48 1.096, H49 1.091
35 C -2.64371 0.19901 -7.41860  C34 1.510, C36 1.513, H50 1.104, H51 1.090
36 C -3.09380 -1.12185 -6.83402  C35 1.513, C37 1.498, H52 1.106, H53 1.076
37 C -3.82791 -0.92105 -5.54434  C36 1.498, C38 1.553, C39 1.527, N40 1.445
38 C -5.20616 -0.23881 -5.76016  C37 1.553, H54 1.109, H55 1.083, H56 1.096
39 C -4.08109 -2.31249 -4.96856  C37 1.527, H57 1.087, H58 1.090, H59 1.100
40 N -2.93228 -0.24730 -4.63149  C32 1.450, C37 1.445, O41 1.406
41 O -3.43752 -0.23253 -3.31957  N40 1.406, H60 0.979
42 H -0.64293 0.61878 -3.79003  C31 1.097
43 H -0.78499 2.29262 -4.38333  C31 1.100
44 H -1.74069 1.82973 -2.99808  C31 1.101
45 H -3.86328 2.49977 -6.00378  C33 1.115
46 H -4.23956 2.21873 -4.31147  C33 1.084
47 H -2.85650 3.17484 -4.62433  C33 1.100
48 H -1.34338 1.80233 -6.68408  C34 1.096
49 H -0.89192 0.19523 -6.19010  C34 1.091
50 H -3.51549 0.83288 -7.65619  C35 1.104
51 H -2.08671 0.05406 -8.34444  C35 1.090
52 H -2.23596 -1.78581 -6.61912  C36 1.106
53 H -3.65824 -1.69134 -7.55104  C36 1.076
54 H -5.17415 0.64538 -6.42888  C38 1.109
55 H -5.70874 0.04820 -4.84498  C38 1.083
56 H -5.83643 -0.95297 -6.30270  C38 1.096
57 H -4.49358 -2.90631 -5.78059  C39 1.087
58 H -4.76486 -2.27685 -4.12046  C39 1.090
59 H -3.16356 -2.79224 -4.59676  C39 1.100
60 H -4.28418 0.25175 -3.23328  O41 0.979
61 C -6.06999 4.18295 1.92953  C62 1.542, H72 1.123, H73 1.073, H74 1.111
62 C -5.02666 4.79762 2.88366  C61 1.542, C63 1.542, C64 1.551, N70 1.441
63 C -5.14482 6.33389 2.82548  C62 1.542, H75 1.091, H76 1.096, H77 1.084
64 C -5.36771 4.17887 4.26481  C62 1.551, C65 1.503, H78 1.084, H79 1.080
65 C -4.31729 4.37332 5.32242  C64 1.503, C66 1.481, H80 1.105, H81 1.094
66 C -3.08063 3.72088 4.83278  C65 1.481, C67 1.499, H82 1.108, H83 1.118
67 C -2.69595 4.26243 3.48935  C66 1.499, C68 1.533, C69 1.508, N70 1.414
68 C -2.04949 5.63597 3.70420  C67 1.533, H84 1.082, H85 1.104, H86 1.085
69 C -1.63926 3.27013 3.07430  C67 1.508, H87 1.092, H88 1.073, H89 1.092
70 N -3.76223 4.18391 2.56434  C62 1.441, C67 1.414, O71 1.441
71 O -3.18184 4.79581 1.39621  N70 1.441, H90 0.994
72 H -5.97214 4.55882 0.87560  C61 1.123
73 H -6.15960 3.11416 1.97268  C61 1.073
74 H -7.07765 4.57813 2.18020  C61 1.111
75 H -4.95138 6.79588 3.79441  C63 1.091
76 H -4.56763 6.76803 2.00141  C63 1.096
77 H -6.15508 6.58675 2.52581  C63 1.084
78 H -6.32972 4.58328 4.55932  C64 1.084
79 H -5.52522 3.12517 4.08605  C64 1.080
80 H -4.20526 5.47217 5.36674  C65 1.105
81 H -4.64485 3.98948 6.29308  C65 1.094
82 H -3.26944 2.63111 4.76848  C66 1.108
83 H -2.25518 3.91192 5.56186  C66 1.118
84 H -1.96688 6.14681 2.75361  C68 1.082
85 H -0.99431 5.52959 4.01001  C68 1.104
86 H -2.49738 6.28603 4.44863  C68 1.085
87 H -2.06007 2.26219 3.09722  C69 1.092
88 H -0.80912 3.33343 3.75101  C69 1.073
89 H -1.24941 3.45806 2.07161  C69 1.092
90 H -3.13904 4.03986 0.75180  O71 0.994
91 C 3.92452 -3.46167 -1.67663  C92 1.587, H102 1.077, H103 1.095, H104 1.103
92 C 4.03308 -3.87930 -0.14895  C91 1.587, C93 1.486, C94 1.624, N100 1.476
93 C 4.23754 -2.65990 0.67479  C92 1.486, H105 1.091, H106 1.091, H107 1.069
94 C 2.54915 -4.45009 0.18041  C92 1.624, C95 1.502, H108 1.095, H109 1.091
95 C 2.47820 -5.16976 1.49667  C94 1.502, C96 1.543, H110 1.108, H111 1.096
96 C 3.58631 -6.24104 1.57384  C95 1.543, C97 1.600, H112 1.099, H113 1.116
97 C 5.07612 -5.72111 1.31022  C96 1.600, C98 1.507, C99 1.538, N100 1.462
98 C 5.64317 -5.09006 2.55534  C97 1.507, H114 1.084, H115 1.095, H116 1.094
99 C 5.80341 -7.04596 1.02400  C97 1.538, H117 1.065, H118 1.081, H119 1.078
100 N 4.98637 -4.98826 0.04853  C92 1.476, C97 1.462, O101 1.478
101 O 6.35152 -4.45451 -0.14375  N100 1.478, H120 0.966
102 H 4.81639 -2.96224 -2.01567  C91 1.077
103 H 3.67484 -4.31316 -2.31753  C91 1.095
104 H 3.07148 -2.76481 -1.74248  C91 1.103
105 H 3.89267 -2.74913 1.70548  C93 1.091
106 H 5.30851 -2.51145 0.82286  C93 1.091
107 H 3.92168 -1.81389 0.10200  C93 1.069
108 H 1.84001 -3.61935 0.09870  C94 1.095
109 H 2.32231 -5.16084 -0.61567  C94 1.091
110 H 2.59439 -4.42065 2.30543  C95 1.108
111 H 1.50085 -5.66217 1.55108  C95 1.096
112 H 3.31194 -6.95754 0.78731  C96 1.099
113 H 3.46704 -6.79860 2.53263  C96 1.116
114 H 6.41288 -4.39390 2.24291  C98 1.084
115 H 6.19951 -5.83571 3.13247  C98 1.095
116 H 4.88893 -4.62665 3.19733  C98 1.094
117 H 5.47065 -7.41865 0.08317  C99 1.065
118 H 5.64383 -7.67951 1.88523  C99 1.081
119 H 6.87546 -6.94494 0.98154  C99 1.078
120 H 6.55340 -4.63951 -1.06981  O101 0.966
121 C -1.31626 -5.30193 3.67377  C122 1.558, H132 1.076, H133 1.108, H134 1.101
122 C -1.64537 -3.80541 3.38913  C121 1.558, C123 1.569, C124 1.604, N130 1.469
123 C -0.37716 -3.06877 2.83305  C122 1.569, H135 1.079, H136 1.108, H137 1.083
124 C -2.87502 -3.90151 2.36397  C122 1.604, C125 1.498, H138 1.080, H139 1.094
125 C -3.54953 -2.57596 2.18938  C124 1.498, C126 1.513, H140 1.119, H141 1.080
126 C -3.98432 -2.11823 3.56477  C125 1.513, C127 1.541, H142 1.108, H143 1.102
127 C -2.87365 -1.96815 4.62243  C126 1.541, C128 1.549, C129 1.467, N130 1.432
128 C -1.96796 -0.71974 4.48006  C127 1.549, H144 1.064, H145 1.059, H146 1.059
129 C -3.56930 -1.83623 5.90763  C127 1.467, H147 1.110, H148 1.059, H149 1.121
130 N -2.18879 -3.22556 4.62403  C122 1.469, C127 1.432, O131 1.445
131 O -1.13036 -3.24978 5.60725  N130 1.445, H150 0.968
132 H -0.46220 -5.35181 4.32571  C121 1.076
133 H -2.16989 -5.86034 4.10527  C121 1.108
134 H -1.04258 -5.79130 2.72671  C121 1.101
135 H 0.26835 -3.67388 2.21593  C123 1.079
136 H -0.61714 -2.19887 2.18925  C123 1.108
137 H 0.18003 -2.62172 3.64696  C123 1.083
138 H -2.47107 -4.37290 1.48020  C124 1.080
139 H -3.50598 -4.62171 2.89270  C124 1.094
140 H -2.74447 -1.87722 1.84906  C125 1.119
141 H -4.33631 -2.61806 1.45061  C125 1.080
142 H -4.78373 -2.72569 4.03266  C126 1.108
143 H -4.47130 -1.13041 3.51559  C126 1.102
144 H -1.03332 -0.96749 4.92526  C128 1.064
145 H -2.36079 0.12486 4.98327  C128 1.059
146 H -1.74612 -0.39760 3.49553  C128 1.059
147 H -2.82901 -1.65285 6.71415  C129 1.110
148 H -4.11818 -2.72297 6.09104  C129 1.059
149 H -4.21982 -0.92410 5.93229  C129 1.121
150 H -1.30689 -4.05840 6.10999  O131 0.968
151 N -5.13347 1.68722 -1.27216  C152 1.408, H155 1.015, H156 1.033
152 C -3.82004 1.53550 -0.78944  N151 1.408, N153 1.321, O154 1.217
153 N -3.59106 0.36535 -0.22129  C152 1.321, H157 1.018, H158 1.012
154 O -2.98861 2.41075 -0.94644  C152 1.217
155 H -5.83373 1.48990 -0.56458  N151 1.015
156 H -5.16925 2.65869 -1.62140  N151 1.033
157 H -4.29644 -0.36772 -0.26112  N153 1.018
158 H -2.67563 0.13038 0.13918  N153 1.012
159 N 2.08690 2.91947 -3.77915  C160 1.313, H163 0.991, H164 0.999
160 C 2.61356 1.72512 -3.91832  N159 1.313, N161 1.327, O162 1.221
161 N 2.98801 1.44814 -5.16119  C160 1.327, H165 0.995, H166 1.028
162 O 2.70740 0.94840 -2.98063  C160 1.221
163 H 2.02132 3.54353 -4.54671  N159 0.991
164 H 1.65782 3.12314 -2.90030  N159 0.999
165 H 2.59145 2.01587 -5.87573  N161 0.995
166 H 3.19220 0.45960 -5.35370  N161 1.028
167 N -2.22974 -2.13702 -1.49707  C168 1.332, H171 1.012, H172 1.006
168 C -1.55344 -3.27760 -1.61798  N167 1.332, N169 1.367, O170 1.222
169 N -0.62550 -3.52947 -0.64677  C168 1.367, H173 1.020, H174 1.016
170 O -1.63418 -4.01926 -2.58606  C168 1.222
171 H -1.96274 -1.42423 -0.83084  N167 1.012
172 H -2.69827 -1.84065 -2.33634  N167 1.006
173 H -0.71815 -2.99996 0.22004  N169 1.020
174 H -0.29766 -4.49085 -0.62273  N169 1.016
175 N 0.78328 1.15757 0.05563  C176 1.341, H179 1.013, H180 1.012
176 C 0.31928 -0.07970 -0.17259  N175 1.341, N177 1.382, O178 1.263
177 N 1.03391 -0.67627 -1.19464  C176 1.382, H181 0.993, H182 1.010
178 O -0.69099 -0.58544 0.39187  C176 1.263
179 H 0.15867 1.72887 0.61140  N175 1.013
180 H 1.49293 1.54996 -0.55014  N175 1.012
181 H 1.54308 -0.21507 -1.91234  N177 0.993
182 H 0.73364 -1.61463 -1.41623  N177 1.010
183 O 0.66991 -3.83060 -3.80970  C184 1.438, H187 0.984
184 C 0.21706 -2.94515 -4.84775  O183 1.438, C185 1.519, H188 1.130, H189 1.077
185 C 1.30148 -1.95413 -5.23578  C184 1.519, O186 1.450, H190 1.102, H191 1.087
186 O 2.53571 -2.47850 -5.78636  C185 1.450, H192 0.973
187 H -0.20514 -4.16020 -3.50242  O183 0.984
188 H -0.06802 -3.59622 -5.72603  C184 1.130
189 H -0.67077 -2.41551 -4.54624  C184 1.077
190 H 1.57563 -1.38437 -4.33346  C185 1.102
191 H 0.87389 -1.24300 -5.93775  C185 1.087
192 H 2.60159 -3.44860 -5.81021  O186 0.973

Properties
* SMILES string: CC1(C)CCCC(C)(C)N1O.CC1(C)CCCC(C)(C)N1O.CC1(C)CCCC(C)(C)N1O.CC1(C)CCCC(C)(C)N1O.CC1(C)CCCC(C)(C)N1O.NC(N)=O.NC(N)=O.NC(N)=O.NC(N)=O.OCCO
* electronic energy: -3552.8072 hartree

These are the Löwdin partial charges, in e, on atoms 1 to 8: number 1, C, carries -0.003; number 2, C, carries -0.517; number 3, C, carries -0.047; number 4, C, carries -0.146; number 5, C, carries -0.178; number 6, C, carries -0.125; number 7, C, carries -0.543; number 8, C, carries -0.040